(1)
C37H31AuP2SeSi as an isolated structure, computed with ωB97M-V/def2-TZVPD.

E, eV: -134366.565
Net charge: 0
Molar mass, g mol⁻¹: 841.6
HOMO (alpha / beta), eV: -6.1762 / -6.1616
Frontier orbital gap (alpha / beta), eV: 4.9 / 4.9

Atoms and positions in Å:
Au (-0.020, 0.705, 0.166)
C (0.500, 1.969, 3.617)
Si (0.017, 0.463, 2.540)
C (1.431, -0.774, 2.900)
C (1.582, -1.325, 4.168)
C (2.726, -2.018, 4.522)
C (3.776, -2.113, 3.623)
C (3.644, -1.578, 2.355)
C (2.457, -0.958, 1.971)
P (2.243, -0.416, 0.241)
C (3.840, 0.340, -0.155)
C (4.359, 1.251, 0.768)
C (5.487, 1.986, 0.462)
C (6.093, 1.842, -0.778)
C (5.565, 0.960, -1.707)
C (4.435, 0.219, -1.410)
C (2.202, -1.978, -0.704)
C (3.142, -2.991, -0.536)
C (3.083, -4.134, -1.312)
C (2.076, -4.281, -2.254)
C (1.135, -3.279, -2.424)
C (1.195, -2.130, -1.654)
C (-1.716, -0.120, 3.063)
C (-2.109, -0.136, 4.397)
C (-3.404, -0.461, 4.758)
C (-4.341, -0.757, 3.782)
C (-3.973, -0.748, 2.450)
C (-2.667, -0.430, 2.092)
P (-2.232, -0.518, 0.325)
C (-2.696, -2.243, -0.019)
C (-1.694, -3.187, 0.200)
C (-1.926, -4.523, -0.060)
C (-3.165, -4.927, -0.538)
C (-4.164, -3.991, -0.755)
C (-3.935, -2.650, -0.505)
C (-3.463, 0.499, -0.516)
C (-4.044, 1.592, 0.122)
C (-4.868, 2.445, -0.590)
C (-5.090, 2.233, -1.941)
C (-4.479, 1.171, -2.590)
C (-3.657, 0.312, -1.886)
H (0.567, 1.710, 4.671)
H (-0.221, 2.772, 3.513)
H (1.468, 2.340, 3.297)
H (0.792, -1.202, 4.895)
H (2.813, -2.465, 5.501)
H (4.696, -2.610, 3.899)
H (4.479, -1.609, 1.669)
H (3.866, 1.367, 1.725)
H (5.884, 2.683, 1.186)
H (6.966, 2.429, -1.021)
H (6.029, 0.861, -2.678)
H (4.011, -0.450, -2.145)
H (3.928, -2.893, 0.195)
H (3.830, -4.906, -1.182)
H (2.027, -5.181, -2.850)
H (0.352, -3.388, -3.159)
H (0.470, -1.338, -1.798)
H (-1.391, 0.112, 5.166)
H (-3.685, -0.476, 5.802)
H (-5.357, -0.997, 4.057)
H (-4.698, -0.986, 1.683)
H (-0.728, -2.850, 0.557)
H (-1.138, -5.246, 0.097)
H (-3.345, -5.969, -0.756)
H (-5.129, -4.307, -1.128)
H (-4.711, -1.924, -0.700)
H (-3.831, 1.786, 1.164)
H (-5.326, 3.290, -0.094)
H (-5.718, 2.912, -2.496)
H (-4.629, 1.029, -3.650)
H (-3.136, -0.485, -2.399)
Se (-0.470, 1.900, -2.078)

Cartesian forces, eV/Å:
0.063 -0.072 -1.412
-0.305 -0.505 -0.447
0.279 0.302 -0.212
-0.416 0.267 -0.220
0.013 -0.118 0.121
-0.025 -0.036 0.074
0.090 -0.067 -0.126
0.052 0.032 0.117
0.137 0.060 0.004
-0.823 0.137 0.221
-0.224 0.439 -0.147
-0.106 -0.233 -0.045
0.073 0.090 0.035
-0.049 -0.039 0.015
0.132 0.063 -0.103
-0.156 -0.142 0.249
-0.178 0.249 -0.105
0.022 0.036 -0.058
0.070 -0.006 0.085
-0.094 -0.005 -0.043
0.004 -0.167 -0.055
0.115 0.035 0.013
0.442 0.167 -0.316
-0.013 -0.046 0.153
0.030 0.020 0.136
-0.128 -0.040 -0.037
0.018 -0.041 0.138
-0.192 -0.113 -0.025
0.288 0.773 0.226
0.484 0.038 -0.327
-0.063 0.190 -0.019
-0.004 -0.173 0.038
0.066 0.006 -0.016
-0.102 -0.146 -0.012
0.089 0.161 0.042
0.062 0.060 -0.095
0.091 -0.225 -0.048
-0.052 0.147 -0.033
-0.026 0.007 0.016
-0.072 0.010 -0.062
0.000 0.015 0.248
0.031 -0.129 0.195
-0.156 0.152 -0.066
0.185 0.053 -0.056
-0.080 -0.013 0.127
0.010 0.010 0.107
0.054 -0.023 0.062
0.061 -0.055 0.010
0.059 0.066 0.057
0.035 0.044 0.028
0.084 0.026 -0.031
0.016 -0.015 -0.051
-0.008 -0.041 -0.049
0.067 -0.012 0.013
-0.017 -0.048 0.001
-0.010 -0.048 -0.081
-0.080 -0.018 -0.063
-0.020 0.047 -0.008
0.049 0.051 0.130
-0.031 0.012 0.066
-0.109 -0.029 0.046
-0.072 -0.010 0.002
0.073 -0.078 -0.004
0.029 -0.053 0.014
-0.029 -0.096 0.000
-0.033 -0.017 -0.028
-0.036 0.051 -0.005
-0.070 -0.020 0.058
0.003 0.028 0.017
-0.080 0.053 -0.052
0.020 -0.016 -0.056
-0.018 -0.057 -0.042
0.480 -0.945 1.690


(2)
C4H6ClNS as an isolated structure, computed with ωB97M-V/def2-TZVPD.

Energy above the lowest of the compared OMol25 structures with the same formula, charge and spin, eV: 0.943
E, eV: -29091.800
Net charge: 0
Molar mass, g mol⁻¹: 135.6
HOMO, eV: -8.3818
Frontier orbital gap, eV: 9.2

Atoms and positions in Å:
C (1.376, 1.551, -0.743)
C (0.123, 0.959, 1.208)
C (0.193, 0.745, -0.334)
C (0.271, -0.801, -0.663)
N (2.149, 2.111, 0.101)
S (1.655, 1.860, 1.656)
Cl (1.761, 1.617, -2.423)
H (-0.686, 1.764, 1.380)
H (-0.245, 0.052, 1.635)
H (-0.601, 1.118, -1.036)
H (0.995, -1.497, -0.316)
H (0.409, -0.682, -1.680)
H (-0.690, -1.199, -0.600)

Cartesian forces, eV/Å:
1.573 0.125 0.367
-2.614 3.130 -1.475
0.290 -1.266 0.620
0.193 2.429 -0.337
-0.586 -0.345 -1.447
-0.091 -0.804 1.242
0.000 0.117 -0.248
0.935 -1.363 0.015
0.583 -0.492 0.935
-0.001 -0.233 1.349
0.836 0.105 0.957
0.539 -0.669 -2.566
-1.657 -0.732 0.589


(3)
A 2-piece molecular cluster, C4H4ClN overall, computed with ωB97M-V/def2-TZVPD.

Energy above the lowest of the compared OMol25 structures with the same formula, charge and spin, eV: 6.561
E, eV: -18218.578
Net charge: 0
Molar mass, g mol⁻¹: 101.5
HOMO (alpha / beta), eV: -9.1604 / -9.1246
Frontier orbital gap (alpha / beta), eV: 6.1 / 6.1

Atoms and positions in Å:
C (3.590, -0.954, -0.004)
C (0.090, 0.051, -0.759)
C (0.461, -0.033, 0.751)
C (1.214, 0.946, -0.076)
N (3.869, -2.045, 0.210)
Cl (1.647, 2.543, -0.040)
H (0.421, -0.819, -1.312)
H (-0.844, 0.630, -1.023)
H (-0.309, 0.261, 1.539)
H (0.870, -1.042, 0.826)

Cartesian forces, eV/Å:
-1.682 2.673 -0.501
0.861 2.653 0.882
-0.818 0.291 0.011
-1.840 -2.806 -0.167
0.492 -1.735 0.342
-0.118 -0.993 0.020
-0.171 0.276 -0.205
1.372 -0.785 -0.119
1.448 -0.147 -1.007
0.455 0.573 0.744


(4)
One molecule with the formula C22H26ClFN2O3, computed with ωB97M-V/def2-TZVPD.

Energy above the lowest of the compared OMol25 structures with the same formula, charge and spin, eV: 0.000
E, eV: -47598.848
SMILES: COCCNC(=O)c1cccc(OC2CCN(Cc3ccc(Cl)c(F)c3)CC2)c1
Net charge: 0
Molar mass, g mol⁻¹: 420.9
HOMO, eV: -8.5923
Frontier orbital gap, eV: 9.0

Atoms and positions in Å:
C (2.260, 5.018, -2.108)
O (2.100, 4.204, -0.976)
C (3.111, 4.398, -0.008)
C (2.820, 3.473, 1.173)
N (2.852, 2.090, 0.769)
C (3.871, 1.262, 1.114)
O (4.754, 1.595, 1.881)
C (3.810, -0.099, 0.502)
C (5.008, -0.759, 0.262)
C (4.994, -2.025, -0.298)
C (3.797, -2.637, -0.602)
C (2.584, -1.993, -0.343)
O (1.472, -2.699, -0.682)
C (0.180, -2.178, -0.423)
C (-0.216, -2.317, 1.049)
C (-1.660, -1.862, 1.238)
N (-2.538, -2.674, 0.420)
C (-3.950, -2.527, 0.737)
C (-4.508, -1.152, 0.456)
C (-5.036, -0.836, -0.792)
C (-5.478, 0.442, -1.081)
C (-5.398, 1.440, -0.122)
Cl (-5.945, 3.041, -0.466)
C (-4.877, 1.125, 1.127)
F (-4.795, 2.071, 2.079)
C (-4.435, -0.152, 1.418)
C (-2.232, -2.518, -0.989)
C (-0.806, -2.987, -1.263)
C (2.598, -0.717, 0.206)
H (2.230, 6.081, -1.841)
H (3.211, 4.811, -2.616)
H (1.433, 4.788, -2.777)
H (3.122, 5.445, 0.330)
H (4.096, 4.161, -0.437)
H (3.579, 3.603, 1.947)
H (1.831, 3.708, 1.577)
H (2.255, 1.855, -0.009)
H (5.934, -0.269, 0.521)
H (5.923, -2.539, -0.495)
H (3.765, -3.624, -1.035)
H (0.129, -1.122, -0.731)
H (-0.125, -3.367, 1.329)
H (0.447, -1.733, 1.689)
H (-1.945, -1.994, 2.284)
H (-1.739, -0.788, 0.990)
H (-4.493, -3.273, 0.151)
H (-4.070, -2.766, 1.797)
H (-5.112, -1.603, -1.548)
H (-5.888, 0.674, -2.051)
H (-4.046, -0.352, 2.404)
H (-2.930, -3.133, -1.561)
H (-2.341, -1.470, -1.321)
H (-0.571, -2.877, -2.321)
H (-0.707, -4.039, -0.993)
H (1.677, -0.205, 0.438)

Cartesian forces, eV/Å:
0.035 0.038 -0.104
-0.058 -0.189 0.279
0.041 -0.077 0.266
0.113 0.343 -0.190
-0.283 0.116 -0.199
-0.216 0.053 0.016
0.253 -0.007 0.046
0.302 -0.403 -0.069
-0.066 0.256 0.103
-0.088 0.004 -0.010
-0.245 0.010 0.033
0.299 -0.033 -0.057
0.122 -0.092 -0.064
-0.453 -0.092 0.168
0.086 0.246 -0.173
0.228 -0.126 0.059
-0.024 -0.058 0.026
0.026 0.001 -0.003
-0.053 0.095 -0.002
-0.014 -0.008 0.078
0.026 0.069 0.091
0.066 -0.070 0.158
0.013 0.009 0.042
-0.014 0.068 -0.025
-0.043 -0.111 -0.195
-0.109 0.100 -0.107
0.207 -0.158 -0.072
0.144 0.321 0.023
-0.202 -0.021 -0.054
-0.009 -0.023 -0.024
-0.040 0.014 -0.006
0.047 0.072 -0.059
0.000 -0.071 -0.022
-0.069 0.026 0.054
-0.142 0.043 -0.061
0.108 0.055 0.032
0.119 -0.135 0.013
0.074 0.045 0.042
0.074 -0.047 -0.027
-0.005 -0.122 -0.049
0.032 -0.090 0.021
0.025 -0.027 0.019
0.018 -0.002 0.023
-0.017 0.094 0.002
-0.031 -0.031 0.080
-0.043 0.027 0.075
-0.072 -0.023 -0.045
-0.006 -0.098 -0.092
-0.051 0.062 -0.086
0.049 -0.001 0.133
-0.025 0.076 -0.044
-0.056 -0.071 -0.024
0.027 -0.001 -0.032
0.003 -0.060 -0.010
-0.103 0.002 0.024


(5)
A 2-piece molecular cluster, C2H9N3O overall, computed with ωB97M-V/def2-TZVPD.

Energy above the lowest of the compared OMol25 structures with the same formula, charge and spin, eV: 1.368
E, eV: -8737.071
SMILES: NC=O.NCN
Net charge: 0
Molar mass, g mol⁻¹: 91.1
HOMO, eV: -9.4870
Frontier orbital gap, eV: 10.2

Atoms and positions in Å:
N (1.752, -0.679, -0.285)
C (2.249, -0.037, 0.756)
O (2.984, -0.443, 1.669)
H (0.972, -0.328, -0.891)
H (1.786, -1.766, -0.326)
H (1.985, 1.033, 0.786)
N (-0.703, 1.065, -0.911)
C (-1.535, -0.123, -0.385)
N (-1.330, -0.442, 0.969)
H (-0.682, 1.049, -1.929)
H (-1.211, 1.919, -0.595)
H (-2.545, 0.121, -0.627)
H (-1.341, -0.905, -1.158)
H (-0.560, -0.755, 1.442)
H (-1.820, 0.290, 1.483)

Cartesian forces, eV/Å:
-1.607 -4.143 -2.239
1.410 1.385 2.591
-1.137 -0.274 -1.651
1.346 0.365 1.372
0.391 2.737 0.397
-0.237 -0.047 -0.368
-0.926 -0.059 1.021
2.140 0.257 -2.692
-4.185 1.795 -0.556
-0.286 0.204 0.167
0.841 -0.713 -0.609
-1.074 0.051 0.714
0.286 -0.123 1.059
2.627 -0.789 0.379
0.410 -0.645 0.414